[1]
Molecular formula: C10H22Cl10NO5P
Method: DFT, ωB97M-V with the def2-TZVPD basis set

As for the total charge: -2. Its spin multiplicity is 1. The calculation puts the calculated total energy at -5768.4466 hartree. The HOMO-LUMO gap comes out at 1.872 eV.

Last columns: bonded neighbours and bond lengths (Å).
Cartesian coordinates (Å):
1 C -14.22852 0.08217 -4.60940  C2 1.509, H10 1.090, H11 1.090, H12 1.090
2 C -15.43204 -0.14011 -3.72621  C1 1.509, C3 1.583, N6 1.463, H13 1.090
3 C -16.72986 -0.20850 -4.62952  C2 1.583, O4 1.403, H14 1.090, H15 1.090
4 O -17.81067 -0.78521 -3.94587  C3 1.403, C5 1.435
5 C -18.89214 -1.12803 -4.82433  O4 1.435, H16 1.090, H17 1.090, H18 1.090
6 N -15.16770 -1.35785 -2.96000  C2 1.463, H7 1.010, H8 1.010, H9 1.010
7 H -14.96762 -2.23905 -3.41118  N6 1.010
8 H -14.37852 -1.17809 -2.35586  N6 1.010
9 H -15.95343 -1.47545 -2.33637  N6 1.010
10 H -13.31952 0.17582 -4.01522  C1 1.090
11 H -14.19859 1.02037 -5.16346  C1 1.090
12 H -14.03164 -0.80804 -5.20678  C1 1.090
13 H -15.63232 0.69833 -3.05913  C2 1.090
14 H -16.43042 -0.57263 -5.61229  C3 1.090
15 H -16.91591 0.79275 -5.01810  C3 1.090
16 H -18.47488 -1.46376 -5.77369  C5 1.090
17 H -19.72108 -0.42721 -4.92337  C5 1.090
18 H -19.39118 -1.97451 -4.35260  C5 1.090
19 P -12.44782 -2.38543 -1.69069  O20 1.599, O21 1.531, O22 1.558, O23 1.629
20 O -10.85374 -2.25723 -1.69579  P19 1.599
21 O -12.58949 -3.55196 -0.70951  P19 1.531
22 O -13.04055 -2.82051 -3.06472  P19 1.558
23 O -13.17259 -1.04639 -1.11121  P19 1.629
24 Cl -25.19157 -0.54324 -4.75219  C25 1.827
25 C -24.40802 -0.52931 -6.40276  Cl24 1.827, C26 1.595, H28 1.090, H29 1.090
26 C -22.81325 -0.56267 -6.40238  C25 1.595, Cl27 1.757, H30 1.090, H31 1.090
27 Cl -22.12441 -2.05799 -5.78752  C26 1.757
28 H -24.77890 0.40674 -6.82034  C25 1.090
29 H -24.82187 -1.15228 -7.19569  C25 1.090
30 H -22.29532 0.20858 -5.83228  C26 1.090
31 H -22.53796 -0.56362 -7.45705  C26 1.090
32 Cl -15.50856 -7.55791 -1.34242  C33 1.762
33 C -15.29625 -5.86591 -0.90007  Cl32 1.762, C34 1.536, H36 1.090, H37 1.090
34 C -15.23692 -4.78231 -1.98756  C33 1.536, Cl35 1.788, H38 1.090, H39 1.090
35 Cl -16.65056 -4.65308 -3.07445  C34 1.788
36 H -14.27851 -5.75498 -0.52590  C33 1.090
37 H -16.07186 -5.55793 -0.19886  C33 1.090
38 H -14.44129 -4.83116 -2.73099  C34 1.090
39 H -15.04131 -3.78999 -1.58120  C34 1.090
40 C -14.91578 1.85550 -0.27499  Cl41 1.674, Cl42 1.753, Cl43 1.776, H44 1.090
41 Cl -15.16559 3.25891 -1.15310  C40 1.674
42 Cl -16.44775 1.05218 0.01034  C40 1.753
43 Cl -14.04510 2.19912 1.23437  C40 1.776
44 H -14.28846 1.13637 -0.80168  C40 1.090
45 C -10.90612 1.26565 -1.95451  Cl46 1.843, Cl47 1.791, Cl48 1.844, H49 1.090
46 Cl -11.49577 2.59357 -3.08888  C45 1.843
47 Cl -11.45765 1.70584 -0.30790  C45 1.791
48 Cl -9.06290 1.21168 -1.99099  C45 1.844
49 H -11.28524 0.32692 -2.35842  C45 1.090



[2]
Molecular formula: C10H22Cl2N2O
Method: DFT, ωB97M-V with the def2-TZVPD basis set

As for the total charge: 0. Its spin multiplicity is 1. The energy above the lowest of the compared OMol25 structures with the same formula, charge and spin comes out at 1.433 eV. The calculation puts the calculated total energy at -1499.1875 hartree. The HOMO-LUMO gap comes out at 9.040 eV.

Last columns: bonded neighbours and bond lengths (Å).
Cartesian coordinates (Å):
1 C 0.25704 -1.73502 2.98751  C2 1.494, H16 1.062, H17 1.034, H18 1.122
2 C -0.35498 -1.90187 1.63510  C1 1.494, N3 1.515, H19 1.040, H20 1.072
3 N 0.61757 -1.33304 0.62284  C2 1.515, C4 1.487, C7 1.539
4 C 1.35449 -2.32090 -0.20925  N3 1.487, C5 1.503, H21 1.073, H22 1.043
5 C 0.53323 -3.02937 -1.24925  C4 1.503, Cl6 1.780, H23 1.127, H24 1.106
6 Cl 1.42174 -4.38595 -1.98218  C5 1.780
7 C 0.03927 -0.13708 -0.15488  N3 1.539, C8 1.594, H25 1.099, H26 1.118
8 C -0.08014 1.06963 0.87901  C7 1.594, N9 1.443, H27 1.083, H28 1.113
9 N 0.18519 2.31484 0.19980  C8 1.443, O10 1.265, C11 1.475, C13 1.468
10 O -0.58298 2.30898 -0.80514  N9 1.265
11 C 1.58553 2.37958 -0.25767  N9 1.475, C12 1.465, H29 1.114, H30 1.080
12 C 1.67445 3.33870 -1.36193  C11 1.465, H31 1.067, H32 1.104, H33 1.080
13 C -0.12057 3.50248 1.00686  N9 1.468, C14 1.577, H34 1.070, H35 1.099
14 C 0.49132 3.56598 2.45943  C13 1.577, Cl15 1.719, H36 1.055, H37 1.115
15 Cl 0.09312 5.16160 2.95908  C14 1.719
16 H 1.20989 -1.30379 2.80103  C1 1.062
17 H -0.28116 -1.01080 3.49223  C1 1.034
18 H 0.30315 -2.70633 3.54769  C1 1.122
19 H -0.51698 -2.90862 1.43129  C2 1.040
20 H -1.29500 -1.38678 1.64615  C2 1.072
21 H 1.76723 -3.16059 0.31682  C4 1.073
22 H 2.08026 -1.74417 -0.68719  C4 1.043
23 H 0.26572 -2.31332 -2.07762  C5 1.127
24 H -0.38400 -3.54737 -0.91260  C5 1.106
25 H 0.72225 -0.03534 -1.01013  C7 1.099
26 H -0.95835 -0.41597 -0.57499  C7 1.118
27 H 0.70198 1.02790 1.62693  C8 1.083
28 H -1.10095 1.18303 1.30684  C8 1.113
29 H 2.03931 1.41656 -0.58698  C11 1.114
30 H 2.19386 2.62304 0.60052  C11 1.080
31 H 1.19132 4.28686 -1.28933  C12 1.067
32 H 1.17846 3.00778 -2.29106  C12 1.104
33 H 2.70069 3.58238 -1.59522  C12 1.080
34 H 0.16322 4.41095 0.51891  C13 1.070
35 H -1.21218 3.56938 1.11216  C13 1.099
36 H 0.09905 2.77682 3.03919  C14 1.055
37 H 1.59750 3.42936 2.43562  C14 1.115



[3]
Molecular formula: C10H22I2N3O2P2S
Method: DFT, ωB97M-V with the def2-TZVPD basis set

As for the total charge: +1. Its spin multiplicity is 1. The calculation puts the calculated total energy at -2384.9361 hartree. The HOMO-LUMO gap comes out at 7.852 eV.

Last columns: bonded neighbours and bond lengths (Å).
Cartesian coordinates (Å):
1 C -0.36532 3.21987 -2.17100  C2 1.582, H21 1.128, H22 1.141, H23 1.139
2 C 0.91639 2.31692 -2.38263  C1 1.582, N3 1.482, H24 1.141, H25 1.132
3 N 0.82154 0.91977 -1.89737  C2 1.482, N4 1.398, H26 1.030
4 N 0.15134 0.76254 -0.68091  N3 1.398, C5 1.493, C15 1.531, H27 1.042
5 C 0.76903 1.43283 0.50168  N4 1.493, C6 1.614, H28 1.123, H29 1.136
6 C -0.27612 1.40016 1.73126  C5 1.614, P7 1.897, C9 1.602, H30 1.143
7 P 0.55819 1.89803 3.36077  C6 1.897, S8 1.959, H31 1.441, H32 1.428
8 S 2.39888 2.52240 3.11498  P7 1.959
9 C -1.13683 0.05178 1.81079  C6 1.602, C10 1.593, H33 1.133, H34 1.135
10 C -0.44383 -1.13573 1.00629  C9 1.593, P11 1.910, C15 1.587, H35 1.137
11 P 0.75669 -2.05838 2.17083  C10 1.910, N12 1.608, O13 1.682, O14 1.683
12 N 0.72076 -3.60421 1.73057  P11 1.608, H36 1.028
13 O 0.27550 -1.95069 3.77940  P11 1.682, H37 0.984
14 O 2.35126 -1.54512 2.00630  P11 1.683, H38 0.981
15 C 0.22681 -0.73531 -0.37504  N4 1.531, C10 1.587, C16 1.582, H39 1.141
16 C -0.20018 -1.63014 -1.60761  C15 1.582, I17 2.192, C18 1.386
17 I 1.39085 -2.68522 -2.68460  C16 2.192
18 C -1.49242 -1.81160 -2.07550  C16 1.386, C19 1.597, I20 2.171
19 C -1.87542 -2.76302 -3.29996  C18 1.597, H40 1.126, H41 1.124, H42 1.140
20 I -3.16202 -0.77326 -1.15505  C18 2.171
21 H -1.13627 3.10735 -2.98631  C1 1.128
22 H -0.83422 3.10721 -1.13671  C1 1.141
23 H -0.01409 4.30301 -2.20197  C1 1.139
24 H 1.79167 2.82515 -1.85659  C2 1.141
25 H 1.18791 2.30555 -3.48144  C2 1.132
26 H 1.76585 0.50949 -1.86160  N3 1.030
27 H -0.87211 0.94730 -0.73728  N4 1.042
28 H 1.02836 2.51681 0.36603  C5 1.123
29 H 1.69324 0.89548 0.88657  C5 1.136
30 H -1.02020 2.23957 1.51172  C6 1.143
31 H -0.17609 3.00849 3.91228  P7 1.441
32 H 0.59134 0.82854 4.30577  P7 1.428
33 H -1.34713 -0.19690 2.89620  C9 1.133
34 H -2.14764 0.27780 1.34723  C9 1.135
35 H -1.24930 -1.90266 0.76886  C10 1.137
36 H 0.05638 -3.72116 0.95431  N12 1.028
37 H 0.26395 -2.88615 4.08368  O13 0.984
38 H 2.78715 -2.07259 1.30389  O14 0.981
39 H 1.34393 -0.92769 -0.24501  C15 1.141
40 H -1.83406 -2.21856 -4.28508  C19 1.126
41 H -1.29795 -3.72787 -3.29477  C19 1.124
42 H -2.96582 -3.04976 -3.13299  C19 1.140



[4]
Molecular formula: C10H22INO
Method: DFT, ωB97M-V with the def2-TZVPD basis set

As for the total charge: 0. Its spin multiplicity is 1. The energy above the lowest of the compared OMol25 structures with the same formula, charge and spin comes out at 0.000 eV. The calculation puts the calculated total energy at -821.7920 hartree. The HOMO-LUMO gap comes out at 9.646 eV.

Last columns: bonded neighbours and bond lengths (Å).
Cartesian coordinates (Å):
1 C 5.87799 0.50903 -0.23349  C2 1.566, H14 1.132, H15 1.061, H16 1.111
2 C 4.58260 -0.15959 0.33826  C1 1.566, C3 1.540, H17 1.116, H18 1.113
3 C 3.35231 0.76587 0.33137  C2 1.540, C4 1.564, H19 1.106, H20 1.022
4 C 2.04217 -0.08128 0.43752  C3 1.564, C5 1.525, H21 1.199, H22 1.105
5 C 0.75578 0.73774 0.47190  C4 1.525, C6 1.517, H23 1.106, H24 1.096
6 C -0.47324 0.06458 -0.10889  C5 1.517, C7 1.554, H25 1.073, H26 1.144
7 C -1.79835 0.87315 -0.18478  C6 1.554, C8 1.577, H27 1.103, H28 1.107
8 C -3.01353 -0.12312 -0.31276  C7 1.577, C9 1.504, H29 1.153, H30 1.062
9 C -4.36632 0.45351 0.00070  C8 1.504, C10 1.526, H31 1.057, H32 1.037
10 C -5.44139 -0.56487 -0.36880  C9 1.526, I11 2.359, O12 1.353, H33 1.053
11 I -7.48387 0.54100 0.04236  C10 2.359
12 O -5.32313 -1.73406 0.30129  C10 1.353, N13 1.467
13 N -6.36691 -2.72274 0.00931  O12 1.467, H34 1.095, H35 1.033
14 H 5.81557 0.62139 -1.35851  C1 1.132
15 H 6.68710 -0.14617 -0.03139  C1 1.061
16 H 5.94856 1.48931 0.28353  C1 1.111
17 H 4.74741 -0.51678 1.38293  C2 1.116
18 H 4.38263 -1.07564 -0.26105  C2 1.113
19 H 3.36832 1.45364 -0.53500  C3 1.106
20 H 3.55356 1.36526 1.13479  C3 1.022
21 H 2.22120 -0.88040 1.31373  C4 1.199
22 H 2.07857 -0.64668 -0.51139  C4 1.105
23 H 0.72506 1.63701 -0.17088  C5 1.106
24 H 0.45729 1.07879 1.47018  C5 1.096
25 H -0.21247 -0.19426 -1.11734  C6 1.073
26 H -0.73192 -0.84731 0.53087  C6 1.144
27 H -1.76942 1.51170 -1.08382  C7 1.103
28 H -1.89241 1.39458 0.78726  C7 1.107
29 H -2.87311 -0.51824 -1.38658  C8 1.153
30 H -2.76578 -0.95451 0.30060  C8 1.062
31 H -4.56552 1.44153 -0.31762  C9 1.057
32 H -4.36090 0.34556 1.03248  C9 1.037
33 H -5.47569 -0.67943 -1.41487  C10 1.053
34 H -7.28852 -2.17092 -0.20228  N13 1.095
35 H -6.51776 -3.11692 0.95227  N13 1.033



Lowest unoccupied orbital energy for every record listed, in sequence, given in eV: 2.89; 0.64; -3.62; 0.31.
M for every record listed, in sequence, given in g mol⁻¹: 621.79; 257.20; 564.13; 299.20.